Below is C48H53AlCl3N4O4P2S as an isolated structure at a distorted geometry, with properties calculated with the ωB97M-V functional and the def2-TZVPD basis.

```
116
Properties=species:S:1:pos:R:3:forces:R:3:lowdin_charge:R:1
Al 0.775663 1.531923 0.108386 0.8 -0.1 -0.1 0.02
C 3.637744 -0.092485 -0.267024 -0.8 -0.2 -0.8 -0.22
P 2.844326 1.080610 -1.484464 0.4 0.6 1.4 1.11
C 4.032840 2.461929 -1.424915 1.3 1.8 0.8 -0.32
C 4.102203 3.308645 -0.232336 -1.7 -2.0 -0.8 -0.09
C 4.890096 4.426400 -0.212412 0.4 -0.7 -0.1 -0.10
C 5.796108 4.649657 -1.245357 0.1 -0.2 -0.2 -0.08
C 5.876802 3.807387 -2.350249 -0.6 -0.3 0.9 -0.05
C 4.960509 2.734242 -2.462054 -0.8 0.7 1.3 -0.06
C 3.068564 0.318136 -3.098962 -0.5 0.6 0.2 -0.38
C 4.255154 -0.364791 -3.401010 0.3 -0.2 -0.9 -0.12
C 4.337386 -0.990994 -4.651522 -1.2 -0.3 -0.1 -0.03
C 3.182632 -0.993998 -5.524752 3.8 0.5 3.3 -0.04
C 2.093967 -0.313114 -5.147276 -2.5 0.2 -1.7 -0.11
C 1.996094 0.420022 -4.005834 1.0 -0.7 1.8 -0.07
C 2.703203 -0.468466 0.858926 -0.5 -1.2 1.8 -0.30
C 2.880240 -1.416560 1.888520 2.1 0.2 -1.5 -0.04
C 2.007718 -1.121626 2.946946 -0.7 0.7 0.8 -0.04
C 1.220790 -0.069192 2.521641 0.3 -0.6 -0.7 -0.36
C -0.010662 0.506903 3.151559 0.4 0.4 0.6 -0.25
P -0.379275 2.078371 2.264615 -0.6 0.6 0.5 1.14
C -2.140942 2.452449 2.543476 -1.0 -0.8 0.0 -0.32
C -2.599052 3.659250 3.025201 0.0 1.3 0.5 -0.05
C -3.968924 3.915847 3.332771 1.8 -1.6 -0.5 -0.05
C -4.890804 2.919277 3.200104 -0.5 -0.8 -0.3 -0.06
C -4.438752 1.719136 2.650455 -0.5 -0.5 -0.3 -0.10
C -3.144026 1.468702 2.332641 1.9 -0.1 0.0 -0.11
C 0.416005 3.454037 3.198717 0.2 -1.5 -0.7 -0.36
C 0.807960 4.542568 2.475078 0.8 1.9 1.7 -0.07
C 1.479006 5.569469 3.221844 0.1 -0.5 -1.9 -0.05
C 1.731945 5.424964 4.545262 0.5 -0.2 2.4 -0.08
C 1.306978 4.309075 5.285543 0.1 -0.4 -1.6 -0.04
C 0.705712 3.309144 4.554901 -1.1 -0.7 0.5 -0.08
N 1.577712 0.269792 1.221089 0.9 1.1 -0.2 -0.04
H 3.730484 -0.900673 -0.998949 0.7 -0.6 0.7 0.05
H 4.612038 0.301505 0.072987 -0.4 -0.4 -0.2 0.11
H 3.469565 3.020311 0.658172 0.7 0.5 -1.0 0.12
H 4.933847 5.033266 0.665180 -0.1 0.4 0.4 0.10
H 6.491661 5.460145 -1.095381 0.2 0.1 -0.3 0.11
H 6.697070 3.951774 -3.030336 -0.1 0.0 -0.5 0.10
H 4.885389 2.114300 -3.326115 0.4 -0.2 -0.6 0.08
H 5.118975 -0.389609 -2.695946 -0.9 0.0 -0.6 0.13
H 5.208586 -1.606201 -4.890151 -0.2 0.4 -0.1 0.11
H 3.253281 -1.522161 -6.394256 -0.1 -1.3 -2.2 0.08
H 1.217560 -0.415906 -5.788537 0.1 0.3 0.1 0.12
H 1.053850 0.864472 -3.730442 0.1 0.4 0.1 0.08
H 3.714761 -2.152809 1.844723 -0.9 0.7 0.3 0.12
H 1.971446 -1.474060 3.992561 0.1 -0.3 -1.0 0.11
H -0.827290 -0.218923 3.043803 -0.2 0.4 0.3 0.08
H 0.188266 0.724980 4.232779 -0.4 -0.5 -0.9 0.09
H -1.876018 4.465449 3.241981 -0.5 -0.5 -0.2 0.11
H -4.218337 4.835722 3.731896 -0.5 1.8 0.7 0.09
H -5.941993 2.966028 3.513636 0.6 0.4 -0.2 0.12
H -5.070716 0.898146 2.389154 -0.9 -0.2 0.4 0.10
H -2.867781 0.448072 2.017609 -0.1 0.6 -0.1 0.09
H 0.552963 4.665663 1.446604 0.1 0.0 -0.5 0.08
H 1.951768 6.411116 2.722381 -0.4 0.0 -0.1 0.11
H 2.337015 6.112652 5.142269 -0.2 0.3 -0.7 0.12
H 1.556686 4.156170 6.315763 0.0 0.2 0.4 0.11
H 0.319146 2.390649 5.015178 0.5 0.6 0.2 0.10
Cl -2.918555 -3.016399 6.369684 0.5 0.1 0.0 0.49
C -1.528834 -1.898647 6.157973 -0.5 -0.2 -0.5 -1.02
Cl 0.052659 -2.589347 6.538090 -0.2 0.0 -0.1 0.52
H -1.705809 -1.064802 6.823140 0.1 0.1 -0.1 0.02
H -1.548577 -1.615873 5.095095 0.2 0.0 0.6 0.00
C 1.312072 5.484836 -1.580796 1.4 -1.1 2.3 -0.10
S 0.240877 4.038210 -1.538786 -0.6 1.8 -0.5 0.47
O -1.076472 4.426053 -1.074780 0.9 -0.3 -0.3 -0.29
O 0.358264 3.385821 -2.814170 -0.2 -0.3 -0.2 -0.30
O 0.909055 3.180444 -0.492934 0.3 -0.3 1.1 -0.35
H 0.990000 6.097787 -2.362311 -0.6 0.9 -1.2 0.04
H 2.388155 5.170046 -1.725861 -1.3 0.1 0.0 0.08
H 1.260049 6.040483 -0.599472 -0.2 -0.7 -1.0 0.09
C -5.546915 -3.540180 -0.133072 0.5 -1.0 0.9 -0.04
C -4.747598 -3.741808 -1.417087 2.0 -0.4 -0.4 -0.51
C -4.536132 -5.225216 -1.818130 -3.0 0.5 -0.8 -0.03
C -5.406409 -3.092402 -2.621930 -1.1 1.4 1.2 -0.04
C -3.279018 -3.135213 -1.251735 -0.3 -0.2 0.5 -0.44
O -2.654385 -3.208993 -2.515180 0.4 -0.2 0.5 0.02
C -2.409610 -3.938040 -0.282072 -1.5 -1.2 0.8 -0.11
C -1.586000 -5.119293 -0.858825 1.8 0.8 1.8 -0.10
C -0.110619 -4.776571 -1.211728 -1.7 -1.3 1.1 -0.20
C 0.846542 -5.790253 -1.174472 -0.9 -0.6 -0.3 -0.03
C 2.110151 -5.606142 -1.669241 1.0 0.0 0.9 -0.09
C 2.524434 -4.315264 -1.996000 -0.6 -1.0 -0.1 -0.69
Cl 4.170632 -4.010185 -2.351527 0.5 0.2 -0.3 0.71
C 1.591574 -3.321349 -1.979365 1.2 1.3 0.3 -0.09
C 0.304940 -3.539241 -1.521365 1.4 0.7 -1.5 -0.05
C -3.380928 -1.686380 -0.679136 0.7 0.8 0.1 -0.03
N -2.211591 -0.805999 -0.949375 1.1 0.1 0.1 -0.06
C -1.128946 -0.514440 -0.205306 -0.9 0.2 -1.5 -0.05
N -0.428767 0.453227 -0.850350 -1.5 -1.0 0.1 0.07
C -1.151728 0.665765 -2.008369 0.8 0.1 1.2 -0.12
N -2.212996 -0.038198 -2.101922 -0.9 -1.6 0.9 0.17
H -6.482861 -4.106285 -0.207469 0.0 0.4 0.0 0.09
H -5.753749 -2.464328 0.001205 -0.1 -0.5 0.2 0.08
H -5.011973 -3.990262 0.793251 -0.9 1.0 -1.5 0.11
H -5.563922 -5.679684 -1.848616 0.9 0.1 0.2 0.11
H -3.918091 -5.817947 -1.230666 0.8 -0.8 1.5 0.04
H -4.176543 -5.354239 -2.828208 0.2 0.4 -0.4 0.09
H -6.326870 -3.590870 -2.892022 -0.5 0.0 0.3 0.10
H -4.847579 -3.118320 -3.504812 1.3 -0.3 -1.2 0.06
H -5.599552 -2.008044 -2.456926 -0.3 -0.6 0.0 0.10
H -2.685216 -2.356753 -2.909436 0.0 1.1 -0.9 0.07
H -3.152478 -4.280038 0.530808 1.4 0.2 -1.1 0.13
H -1.724534 -3.290413 0.234932 0.5 0.4 0.2 0.09
H -2.007471 -5.579456 -1.714217 -0.5 -0.4 -0.7 0.09
H -1.483907 -5.845277 -0.026782 -0.4 0.0 -0.6 0.13
H 0.515636 -6.745105 -0.774973 0.3 -0.1 -0.3 0.12
H 2.851207 -6.393780 -1.611654 -0.1 -0.1 -0.1 0.11
H 1.943288 -2.315391 -2.231549 -0.3 -0.2 0.0 0.10
H -0.286060 -2.691283 -1.634977 -1.5 1.0 0.2 0.07
H -3.503197 -1.606745 0.438737 -0.3 -0.5 -1.3 0.15
H -4.117262 -1.105428 -1.220116 -0.7 -0.2 0.3 0.12
H -0.857312 -1.025827 0.712873 0.0 0.3 -0.1 0.15
H -0.878226 1.366225 -2.734082 0.4 1.0 -0.8 0.10
```
Forces are in eV/Å.

Summary:
* multiplicity: 1
* energy above the lowest of the compared OMol25 structures with the same formula, charge and spin: 35.06 kcal/mol
* molecular weight: 977.33 g/mol
* HOMO level: -10.21 eV
* DFT total energy: -138360.95452 eV
* charge: +1

=====

Below is C48H53GeN8O3PtS2SeTe as an isolated structure at a distorted geometry, with properties calculated with the ωB97M-V functional and the def2-TZVPD basis.

```
118
Properties=species:S:1:pos:R:3:forces:R:3:mulliken_spin:R:1
Pt 1.427839 -0.474662 1.584459 0.0 0.1 0.3 1.32
N 1.416158 3.450547 3.298964 -0.2 -0.4 0.1 0.00
C 2.663373 3.605715 2.741762 0.7 -0.6 -0.4 0.00
C 3.497660 4.703616 2.592555 0.1 0.0 0.0 0.00
C 4.722880 4.470572 2.001169 -0.1 0.1 0.1 0.00
C 5.109502 3.196976 1.567377 0.0 -0.2 -0.1 0.00
C 4.276677 2.107087 1.685989 -0.1 0.1 0.1 0.01
C 3.037439 2.323499 2.280195 0.3 0.9 0.1 0.01
N 2.019682 1.449371 2.556710 -0.9 -0.3 0.1 0.16
C 1.072393 2.146118 3.162655 0.5 0.2 0.0 0.03
C -0.126649 1.512991 3.646960 -0.9 0.2 0.7 -0.02
C -1.000729 1.937232 4.614035 0.2 -0.3 -0.3 0.00
S -2.194746 0.746193 4.899005 0.4 0.0 -0.4 0.01
C -1.455421 -0.240511 3.694264 -0.5 0.1 0.5 0.01
N -0.415425 0.278237 3.142677 0.6 0.0 -0.3 0.13
H 0.873962 4.178932 3.733701 -0.1 -0.1 0.0 0.00
H 3.207921 5.686620 2.928928 0.0 0.1 0.0 0.00
H 5.410385 5.291055 1.879379 0.1 0.1 0.0 0.00
H 6.084980 3.073364 1.123534 0.1 0.0 0.0 0.00
H 4.553155 1.119236 1.348171 0.1 0.0 -0.1 0.00
H -0.981215 2.842175 5.185354 0.0 0.3 0.1 0.00
H -1.845866 -1.206431 3.435258 -0.1 -0.3 0.0 0.01
N -5.545019 -3.642276 3.729346 -0.4 0.0 0.2 0.00
C -4.346743 -3.593027 3.103983 0.4 0.0 -0.1 0.00
C -3.371794 -4.573657 3.360351 -0.1 0.1 -0.1 0.00
C -2.142635 -4.515594 2.744974 -0.1 -0.1 -0.1 0.00
C -1.867867 -3.483497 1.861787 0.7 0.0 -0.4 0.03
C -2.797638 -2.485828 1.619545 -0.1 -0.1 -0.1 -0.07
C -4.036033 -2.537005 2.226540 0.1 -0.1 0.0 -0.01
S -0.240156 -3.366039 1.172860 -0.2 0.2 0.3 0.01
O -0.276303 -2.648187 -0.081825 -0.5 0.0 0.1 0.03
O 0.441059 -4.619227 1.195821 -0.2 -0.2 0.2 0.01
N 0.491717 -2.294737 2.172421 -0.4 0.6 -1.6 0.23
C 1.152556 -2.608886 3.278728 1.0 -0.7 1.8 -0.01
N 0.817006 -3.631587 4.056241 -0.6 -0.2 -0.6 0.01
C 1.535475 -3.845415 5.137690 0.4 0.2 0.3 0.00
C 2.598753 -3.025242 5.497132 0.0 0.1 -0.2 0.01
C 2.877177 -1.967272 4.641015 0.3 -0.3 0.6 0.02
N 2.169643 -1.757042 3.548451 -0.6 0.0 -0.9 0.10
H -5.797822 -4.461720 4.257224 0.0 0.1 -0.1 0.00
H -6.287908 -3.028336 3.444129 0.0 -0.1 0.0 0.00
H -3.605841 -5.381688 4.035143 0.0 -0.1 0.1 0.00
H -1.381761 -5.256595 2.922064 0.1 -0.2 0.1 0.00
H -2.527418 -1.673757 0.956180 -0.1 0.1 -0.1 0.09
H -4.777798 -1.776638 2.032688 -0.1 0.1 0.0 0.00
H 1.239242 -4.696747 5.737987 0.1 0.0 0.1 0.00
H 3.175562 -3.201418 6.388330 0.1 0.0 0.1 0.00
H 3.700484 -1.291607 4.826727 0.0 0.1 0.1 0.00
C 4.515637 -3.125421 -3.478049 0.3 0.2 0.5 0.01
Ge 5.494451 -2.598430 -1.836021 0.0 0.2 0.1 0.02
C 7.062837 -1.485604 -2.337371 -0.5 -0.4 0.2 0.01
C 5.917077 -4.179125 -0.723456 -0.1 0.5 -0.4 0.00
C 4.355597 -1.414019 -0.603493 0.3 -0.4 -0.3 0.02
Se 2.572520 -2.102267 -0.313099 0.5 0.0 0.0 0.41
C 1.816734 -1.420734 -1.949340 -0.2 0.1 0.0 0.02
H 5.183923 -3.741185 -4.074039 0.1 -0.1 -0.1 0.00
H 4.227484 -2.269408 -4.081867 0.0 0.1 0.0 0.00
H 3.636054 -3.718630 -3.248165 -0.1 -0.1 0.0 0.00
H 7.741768 -2.096050 -2.926373 0.1 -0.1 -0.1 0.00
H 7.602700 -1.117214 -1.470521 0.0 0.0 0.1 0.00
H 6.760111 -0.637427 -2.945598 -0.1 0.1 0.0 0.00
H 6.336964 -4.968821 -1.339377 0.0 -0.1 -0.1 0.00
H 5.010246 -4.553087 -0.254205 -0.1 0.0 0.0 0.00
H 6.637275 -3.932649 0.051335 0.1 0.1 0.1 0.00
H 4.275325 -0.392148 -0.969773 -0.1 0.0 0.0 0.01
H 4.861105 -1.407961 0.361610 0.0 0.0 0.1 0.00
H 2.005577 -2.121579 -2.759238 0.1 0.0 0.1 0.02
H 2.253786 -0.448633 -2.161655 0.0 0.0 0.0 0.00
H 0.748502 -1.346918 -1.781723 0.1 0.1 0.0 -0.02
C -7.758473 2.160775 -3.757557 0.0 0.0 -0.1 0.00
C -6.474273 1.889319 -3.046309 0.1 0.0 0.1 0.01
C -5.627362 2.921925 -2.663957 0.1 -0.1 0.0 0.02
C -4.445993 2.681281 -1.973042 0.1 0.2 0.0 -0.07
C -3.584322 3.826454 -1.534382 0.0 0.0 0.0 0.09
C -4.107322 1.359307 -1.719059 0.0 0.1 0.2 0.29
Te -2.009643 1.003046 -0.843458 -0.5 -0.2 -0.9 0.79
N -0.049943 0.666975 -0.028478 -0.1 -0.9 0.2 0.92
C 0.980467 1.444235 -0.184706 -0.3 1.2 -0.7 -0.04
O 2.147684 0.954496 -0.062764 0.3 -0.5 0.2 0.29
C 0.888848 2.909796 -0.429769 0.2 0.1 0.0 -0.04
C 1.975962 3.551546 -1.018483 -0.1 0.0 0.0 0.00
C 1.984508 4.928843 -1.137127 0.1 -0.1 -0.1 0.01
C 0.921546 5.681588 -0.662284 -0.1 0.0 0.0 0.00
C -0.154914 5.050711 -0.060830 -0.1 0.0 0.0 0.01
C -0.169749 3.670719 0.058339 0.0 -0.1 0.1 0.05
C -1.472990 -0.161762 -2.537120 0.0 -0.1 0.1 0.22
C -1.565464 -1.543360 -2.441649 -0.1 0.1 0.2 -0.05
C -1.204967 -2.335981 -3.516850 -0.1 0.0 0.0 0.01
C -0.750198 -1.746989 -4.682319 0.0 0.0 0.0 0.00
C -0.656991 -0.369010 -4.770820 0.0 0.0 0.1 0.00
C -1.015673 0.446229 -3.703081 0.0 0.3 0.0 -0.19
C -0.934310 1.934345 -3.834381 -0.1 0.0 0.0 0.08
C -4.949845 0.303837 -2.024714 0.0 -0.3 0.0 -0.03
C -4.635159 -1.106950 -1.642825 0.0 0.0 -0.1 0.02
C -6.122026 0.587316 -2.717169 0.2 0.1 0.1 0.02
H -7.893680 3.221253 -3.941949 0.0 0.1 0.0 0.00
H -8.600609 1.799843 -3.170419 -0.1 0.0 0.0 0.00
H -7.775450 1.633798 -4.709306 -0.1 0.0 -0.1 0.00
H -5.890909 3.943810 -2.894703 0.0 0.1 0.0 0.00
H -4.015252 4.772101 -1.853887 0.1 0.1 0.0 0.00
H -2.580374 3.745201 -1.956423 0.0 0.1 0.0 -0.02
H -3.504274 3.836787 -0.445441 0.1 0.1 0.0 0.00
H 2.807200 2.960627 -1.372843 0.1 0.0 0.0 0.00
H 2.833770 5.410972 -1.592800 0.1 0.1 -0.1 0.00
H 0.928311 6.755756 -0.761802 0.0 0.1 0.0 0.00
H -0.983741 5.627274 0.324801 0.0 0.1 0.0 0.00
H -0.986474 3.192151 0.588393 0.1 0.1 0.0 -0.01
H -1.865485 -2.011194 -1.518872 -0.1 -0.1 0.0 -0.03
H -1.276458 -3.408413 -3.431350 0.0 -0.1 0.0 0.00
H -0.468984 -2.355710 -5.526141 0.0 -0.1 -0.1 0.00
H -0.300885 0.087505 -5.682484 0.0 0.1 -0.1 0.00
H -0.278169 2.216938 -4.654196 0.0 0.1 0.0 0.00
H -0.558219 2.390158 -2.913498 0.1 0.1 -0.1 -0.02
H -1.925108 2.340135 -4.046796 0.0 0.1 0.0 0.00
H -3.909925 -1.121357 -0.826389 -0.1 -0.2 0.0 0.04
H -4.218899 -1.642526 -2.496155 0.0 -0.1 0.1 0.00
H -5.535089 -1.630672 -1.327998 0.0 0.0 0.1 0.00
H -6.776257 -0.230726 -2.983160 -0.1 -0.1 0.0 0.00
```
Forces are in eV/Å.

Summary:
* multiplicity: 6
* energy above the lowest of the compared OMol25 structures with the same formula, charge and spin: 34.09 kcal/mol
* molecular weight: 1328.39 g/mol
* HOMO level (alpha / beta): -12.16 / -12.21 eV
* DFT total energy: -222754.63130 eV
* charge: +2

=====

- The highest charge belongs to which entry?
  C48H53GeN8O3PtS2SeTe

=====

- The lowest DFT total energy belongs to which entry?
  C48H53GeN8O3PtS2SeTe

=====

- Number 1 is which compound?
  C48H53AlCl3N4O4P2S

=====

- Among the records above, which one has the highest charge?
  C48H53GeN8O3PtS2SeTe